A 13-piece molecular cluster, C72H152BCl2F4N14 overall at a distorted geometry, computed with ωB97M-V/def2-TZVPD.

- Net charge: +7
- Largest force on an atom: 0.0638 Eh/bohr
- Orbital gap: 8.55 eV
- M: 1371.816 Da
- E_HOMO: -17.93 eV

Each line ends with the Mulliken charge.
Atoms and positions in Å:
C: 6.319 -9.363 -0.396  -1.075
C: 5.033 -9.677 0.377  -0.476
N: 4.855 -11.129 0.488  0.116
C: 5.249 -11.922 1.502  -0.410
C: 4.888 -13.231 1.176  -0.223
N: 4.287 -13.159 -0.037  0.068
C: 4.267 -11.891 -0.432  -0.118
C: 3.807 -14.282 -0.838  -0.720
H: 6.590 -8.301 -0.478  0.348
H: 6.286 -9.600 -1.462  0.340
H: 7.241 -9.900 -0.082  0.343
H: 4.211 -9.340 -0.151  0.321
H: 5.132 -9.273 1.376  0.312
H: 5.628 -11.593 2.439  0.420
H: 4.977 -14.199 1.651  0.433
H: 3.797 -11.506 -1.307  0.384
H: 3.614 -15.144 -0.101  0.293
H: 4.428 -14.514 -1.697  0.300
H: 2.858 -13.842 -1.165  0.343
C: -6.261 -9.509 6.823  -1.071
C: -6.115 -9.163 5.305  -0.541
N: -4.960 -8.346 5.066  0.191
C: -4.952 -6.959 5.028  -0.538
C: -3.699 -6.490 4.750  -0.619
N: -2.883 -7.684 4.611  0.129
C: -3.662 -8.722 4.793  -0.128
C: -1.418 -7.805 4.429  -0.798
H: -5.457 -10.151 7.277  0.306
H: -7.158 -9.967 7.146  0.402
H: -6.146 -8.616 7.428  0.329
H: -7.074 -8.738 5.047  0.316
H: -6.090 -10.026 4.701  0.371
H: -5.823 -6.390 5.128  0.515
H: -3.310 -5.488 4.670  0.757
H: -3.314 -9.743 4.782  0.420
H: -1.216 -7.967 3.353  0.293
H: -1.036 -8.581 5.084  0.392
H: -1.118 -6.802 4.712  0.259
C: -7.068 0.137 -1.611  -1.342
C: -5.895 -0.004 -2.579  -0.149
N: -6.264 0.388 -3.965  0.258
C: -7.286 -0.109 -4.683  -0.268
C: -7.259 0.507 -5.877  -0.551
N: -6.261 1.442 -5.834  0.105
C: -5.662 1.370 -4.646  0.374
C: -5.914 2.209 -7.034  -0.916
H: -6.690 -0.037 -0.626  0.385
H: -7.855 -0.571 -1.656  0.439
H: -7.637 1.058 -1.634  0.374
H: -5.551 -1.040 -2.521  0.179
H: -5.037 0.570 -2.295  0.175
H: -7.816 -0.965 -4.287  0.431
H: -7.805 0.357 -6.796  0.479
H: -4.786 1.937 -4.264  -0.078
H: -5.101 2.858 -6.788  0.299
H: -6.813 2.736 -7.320  0.360
H: -5.644 1.485 -7.780  0.373
C: 8.849 1.364 -0.436  -0.958
C: 10.118 0.659 -0.893  -0.326
N: 10.132 -0.781 -0.787  0.229
C: 9.020 -1.571 -0.733  -0.208
C: 9.457 -2.852 -0.569  -0.835
N: 10.878 -2.836 -0.651  0.153
C: 11.239 -1.535 -0.675  -0.124
C: 11.722 -3.993 -0.844  -0.750
H: 8.957 2.422 -0.749  0.305
H: 8.785 1.275 0.637  0.372
H: 7.958 0.917 -0.874  0.163
H: 10.982 0.946 -0.245  0.363
H: 10.331 0.980 -1.927  0.282
H: 7.989 -1.237 -0.783  0.528
H: 8.985 -3.806 -0.618  0.459
H: 12.239 -1.165 -0.789  0.410
H: 11.095 -4.767 -1.276  0.306
H: 12.008 -4.426 0.110  0.315
H: 12.511 -3.650 -1.472  0.337
C: 5.024 -2.500 -6.232  -1.363
C: 3.691 -2.747 -6.951  -0.073
C: 3.017 -1.420 -7.290  -0.767
N: 1.540 -1.506 -7.577  -0.004
C: 1.264 -2.003 -8.955  -0.845
C: 0.939 -0.162 -7.395  -0.328
C: 1.113 0.037 -5.918  -0.994
C: 1.008 -1.372 -5.232  -0.124
C: 0.857 -2.278 -6.484  -0.971
H: 5.805 -3.190 -6.530  0.391
H: 4.989 -2.547 -5.166  0.259
H: 5.433 -1.570 -6.543  0.389
H: 3.086 -3.329 -6.257  0.210
H: 3.759 -3.386 -7.824  0.447
H: 3.468 -0.981 -8.163  0.334
H: 3.060 -0.773 -6.415  0.291
H: 1.849 -2.952 -9.154  0.282
H: 1.449 -1.249 -9.716  0.355
H: 0.163 -2.084 -9.000  0.408
H: -0.142 -0.229 -7.722  0.394
H: 1.534 0.600 -7.926  0.307
H: 0.315 0.680 -5.490  0.453
H: 2.031 0.567 -5.641  0.399
H: 0.105 -1.399 -4.619  0.433
H: 1.881 -1.579 -4.629  0.048
H: -0.183 -2.302 -6.790  0.467
H: 1.206 -3.268 -6.414  0.616
C: -4.664 -2.832 6.751  -1.285
C: -3.781 -2.419 7.892  -0.334
C: -2.409 -3.072 7.669  -0.168
N: -1.207 -2.660 8.438  0.155
C: -1.571 -2.621 9.896  -0.928
C: -0.722 -1.337 7.934  -0.556
C: 0.761 -1.276 8.423  -0.596
C: 1.214 -2.724 8.422  -0.613
C: -0.047 -3.605 8.167  -0.511
H: -5.638 -2.345 6.732  0.398
H: -4.870 -3.918 6.713  0.249
H: -4.185 -2.555 5.813  0.290
H: -4.253 -2.554 8.831  0.493
H: -3.690 -1.335 7.819  0.321
H: -2.127 -2.917 6.602  -0.486
H: -2.430 -4.136 7.887  0.486
H: -1.995 -3.602 10.156  0.335
H: -2.309 -1.825 10.010  0.326
H: -0.673 -2.499 10.459  0.458
H: -1.396 -0.593 8.307  0.499
H: -0.737 -1.342 6.861  0.302
H: 0.803 -0.915 9.457  0.312
H: 1.347 -0.563 7.815  0.394
H: 1.721 -2.958 9.391  0.294
H: 2.013 -2.901 7.690  0.341
H: -0.193 -4.456 8.824  0.422
H: -0.049 -3.960 7.128  0.275
C: -2.909 2.250 2.283  -1.194
C: -1.725 1.284 2.531  -0.403
C: -1.457 0.268 1.447  -0.994
N: -0.059 0.298 0.897  0.356
C: 0.168 1.675 0.367  -1.301
C: 0.220 -0.700 -0.111  -0.784
C: 0.742 -1.890 0.676  -0.673
C: 1.802 -1.191 1.571  -0.571
C: 0.906 -0.037 2.084  -0.401
H: -2.692 2.860 1.292  0.206
H: -2.933 2.978 3.076  0.297
H: -3.894 1.780 2.126  0.344
H: -1.971 0.608 3.390  0.150
H: -0.908 1.922 2.847  0.544
H: -2.182 0.411 0.638  0.639
H: -1.565 -0.749 1.849  0.459
H: 1.229 1.705 0.108  0.494
H: 0.048 2.351 1.191  0.448
H: -0.523 1.924 -0.464  0.379
H: 0.931 -0.297 -0.864  0.568
H: -0.738 -0.833 -0.648  0.190
H: 1.176 -2.707 0.136  0.499
H: -0.021 -2.289 1.361  0.372
H: 2.671 -0.903 0.982  0.300
H: 2.025 -1.829 2.439  0.381
H: 1.437 0.857 2.276  0.356
H: 0.294 -0.289 2.950  0.194
C: -4.330 6.839 4.256  -1.343
C: -4.593 5.661 5.160  0.021
C: -5.745 4.825 4.626  -0.956
N: -6.392 3.904 5.555  0.073
C: -7.269 4.628 6.550  -0.959
C: -5.459 2.892 6.292  -0.580
C: -6.363 1.695 6.566  -0.206
C: -7.618 1.829 5.709  -0.924
C: -7.341 2.983 4.773  -0.437
H: -3.578 7.514 4.742  0.361
H: -5.252 7.415 4.112  0.388
H: -3.832 6.553 3.321  0.288
H: -4.859 5.993 6.155  0.346
H: -3.671 5.017 5.157  0.226
H: -5.474 4.329 3.692  0.282
H: -6.576 5.540 4.405  0.430
H: -7.626 3.847 7.162  0.467
H: -8.102 5.143 6.085  0.344
H: -6.647 5.318 7.058  0.394
H: -5.095 3.425 7.131  0.456
H: -4.634 2.687 5.626  0.250
H: -6.681 1.621 7.621  0.283
H: -5.830 0.762 6.244  0.157
H: -8.519 1.986 6.252  0.375
H: -7.698 0.931 5.105  0.417
H: -8.181 3.578 4.422  0.552
H: -6.759 2.572 3.900  0.300
C: -5.976 9.756 -4.511  -1.382
C: -5.137 8.662 -5.094  -0.087
C: -4.415 8.020 -3.936  -1.073
N: -3.614 6.808 -4.158  0.345
C: -4.360 5.614 -4.621  -1.412
C: -2.871 6.395 -2.884  -0.583
C: -1.393 6.093 -3.267  -0.491
C: -1.374 6.226 -4.844  -0.808
C: -2.510 7.122 -5.200  -0.673
H: -6.649 9.458 -3.730  0.364
H: -6.539 10.249 -5.304  0.393
H: -5.378 10.554 -4.040  0.352
H: -4.488 8.993 -5.914  0.351
H: -5.736 7.869 -5.484  0.291
H: -5.034 7.767 -3.084  0.503
H: -3.672 8.721 -3.597  0.474
H: -3.715 4.782 -4.485  0.602
H: -4.707 5.708 -5.655  0.332
H: -5.164 5.441 -3.928  0.443
H: -3.379 5.615 -2.354  0.407
H: -2.855 7.270 -2.273  0.411
H: -0.949 5.158 -2.889  0.195
H: -0.796 6.864 -2.785  0.347
H: -1.492 5.213 -5.332  0.235
H: -0.446 6.594 -5.268  0.532
H: -2.917 7.075 -6.231  0.425
H: -2.246 8.158 -4.987  0.438
C: 4.221 9.663 -2.720  -1.388
C: 5.289 8.903 -3.528  -0.175
C: 5.227 7.435 -3.128  -0.845
N: 6.350 6.515 -3.548  0.033
C: 7.614 7.039 -2.839  -0.943
C: 6.528 6.479 -5.027  -0.551
C: 5.361 5.581 -5.459  -0.663
C: 5.109 4.594 -4.227  -0.551
C: 6.073 5.123 -3.117  -0.516
H: 4.202 10.735 -2.913  0.399
H: 4.526 9.560 -1.701  0.384
H: 3.202 9.300 -2.867  0.321
H: 6.300 9.350 -3.362  0.257
H: 5.073 8.935 -4.594  0.360
H: 4.347 6.937 -3.533  0.459
H: 5.295 7.320 -2.049  0.353
H: 7.691 8.099 -3.062  0.374
H: 8.531 6.557 -3.274  0.388
H: 7.523 6.901 -1.794  0.392
H: 7.529 6.032 -5.263  0.433
H: 6.635 7.508 -5.429  0.426
H: 5.610 4.989 -6.341  0.426
H: 4.432 6.121 -5.704  0.277
H: 5.388 3.577 -4.518  0.354
H: 4.038 4.576 -3.983  0.257
H: 7.022 4.592 -3.149  0.446
H: 5.600 5.076 -2.124  0.294
B: 4.407 -0.633 -2.065  0.309
F: 4.048 0.716 -2.314  -0.459
F: 3.353 -1.265 -1.232  -0.296
F: 4.615 -1.431 -3.258  -0.260
F: 5.597 -0.599 -1.303  -0.304
Cl: -1.769 -2.334 4.369  -0.771
Cl: -2.965 2.530 -2.478  -0.830